1.
84
Properties=species:S:1:pos:R:3:mulliken_charge:R:1 method="wB97M-V/def2-TZVPD" total_energy_ha=-4810.38980 homo_ev=-6.3 multiplicity=3 lumo_ev=-0.221 charge=0 orbital_gap_ev=6.1
Tm 0.86 0.47 -2.08 0.876
H 3.13 -3.71 -9.80 0.382
Cl 3.71 3.49 1.07 -0.152
O 1.33 -0.28 -5.77 -0.042
H -1.49 1.85 -5.48 0.225
H -1.62 -1.37 -8.03 0.299
Cl -0.22 -2.54 -5.94 -0.549
N -0.74 -3.69 -1.63 0.288
H -2.77 3.26 -4.10 0.268
C 2.52 1.34 -0.11 0.480
C -0.75 5.48 -3.42 -0.872
O 0.18 -1.63 -1.98 -0.599
H -2.69 -0.49 -6.93 0.376
H -2.76 0.91 0.75 0.221
C 3.58 1.74 0.96 0.089
H -1.42 -5.62 -1.24 0.328
H -0.43 1.88 -6.90 0.368
H 0.47 2.68 -11.15 0.373
C 2.24 -0.20 -6.88 -0.549
H 2.96 -3.34 -5.98 0.320
H 3.09 0.37 -6.47 0.427
H -1.92 -4.41 -0.02 0.351
C -1.57 -0.46 -4.33 -0.933
C -0.70 -4.04 -3.05 -0.843
H 0.07 5.80 -2.78 0.339
N -1.26 4.20 -2.93 0.305
C -0.35 0.36 1.19 0.300
Cl 3.14 0.95 2.50 -0.157
O -0.61 0.32 -0.04 -0.660
C 0.42 0.77 -10.14 -1.155
H 0.27 1.86 -5.27 0.032
Cl 2.44 1.55 -3.69 -0.499
H -1.61 0.41 -8.03 0.292
C -2.65 3.86 -3.18 -0.883
O -0.72 2.03 -2.41 -0.264
H -1.23 -1.19 -3.59 -0.309
C 2.79 -1.59 -7.20 0.654
H 4.45 -2.39 -6.11 0.361
H -1.57 6.21 -3.38 0.289
H -2.57 -0.73 -4.66 0.439
H 0.22 0.58 3.65 0.176
C -0.54 1.48 -5.89 -1.377
C -0.86 0.70 3.56 -0.756
H -0.56 -2.27 -0.16 0.301
C 1.73 0.59 -8.10 0.335
H 2.53 -1.57 -9.32 0.527
C 2.14 1.92 -8.26 -0.473
C 0.87 0.02 -9.04 0.178
H 2.87 -4.28 -8.15 0.283
C -1.68 -0.48 -7.38 -1.435
H -3.20 4.80 -3.29 0.375
H -1.64 0.52 -3.85 0.175
C 3.36 -2.32 -6.03 -1.555
H -3.06 3.30 -2.34 0.261
H 0.57 -1.02 -8.93 0.713
H -0.24 -5.02 -0.05 0.335
C -2.60 1.04 1.82 -0.924
H -0.26 0.32 -10.85 0.361
H 2.80 2.35 -7.49 0.329
C 0.84 2.09 -10.30 -0.508
H -1.58 -3.64 -3.57 0.287
C -1.10 -4.74 -0.68 -0.945
O 2.59 0.14 -0.57 -0.564
H -2.80 2.08 2.10 0.328
H -1.37 -0.12 4.09 0.329
H -0.71 -5.13 -3.14 0.444
C 2.81 -2.13 -8.43 0.149
H 0.62 3.60 -2.33 0.376
Si -0.46 -0.49 -5.90 2.079
H 4.43 -3.55 -8.60 0.322
H 0.21 -3.61 -3.50 0.235
C 1.71 2.66 -9.36 -0.663
O 1.64 2.15 -0.50 -0.427
H -3.29 0.40 2.39 0.340
H -1.17 1.65 4.02 0.321
H 4.54 1.33 0.63 0.350
C 3.34 -3.49 -8.75 -1.578
H -0.38 5.41 -4.45 0.311
H 0.66 0.10 1.57 0.207
H 2.04 3.69 -9.47 0.375
C -0.35 -2.49 -1.22 -0.057
H 3.10 -1.79 -5.11 0.055
N -1.23 0.70 2.14 0.245
C -0.41 3.26 -2.54 -0.055


2.
77
Properties=species:S:1:pos:R:3:mulliken_charge:R:1 method="wB97M-V/def2-TZVPD" total_energy_ha=-2121.31250 homo_ev="-5.6 / -8.0" multiplicity=3 lumo_ev="-0.508 / -0.593" charge=0 orbital_gap_ev="5.0 / 7.4"
C 5.72 2.65 -0.78 -0.614
H -3.00 2.30 -0.48 0.321
H 3.11 -0.34 -3.57 0.357
C -4.84 0.25 -0.67 -1.769
H 4.03 3.60 -5.53 0.327
Pt 1.93 1.00 -1.69 0.277
H -0.92 -0.94 4.37 0.156
H -2.06 -2.74 3.77 0.359
C 1.06 1.93 -5.76 -0.584
H -2.45 1.12 4.70 0.370
H 0.50 -4.85 -1.23 0.360
C 0.47 1.97 3.09 -1.521
C -0.65 1.02 3.47 1.568
H -1.94 2.68 3.99 0.376
H 5.50 3.75 -4.02 0.302
H -3.34 -1.91 2.82 0.195
H -4.39 0.48 -1.64 0.375
H 6.40 2.54 0.05 0.393
H 1.27 -3.13 0.98 -0.022
H -5.36 0.77 1.99 0.570
H 0.30 1.60 -6.45 0.386
H -0.58 -4.62 0.90 0.162
H -2.19 -3.06 -0.52 0.240
C 6.15 3.27 -1.98 -0.569
H -3.26 -4.12 0.44 0.483
H 7.15 3.67 -2.08 0.425
C -0.10 -0.26 4.10 -1.477
C 4.45 2.14 -0.67 -0.160
H 1.13 1.56 2.31 0.189
H -0.18 -4.02 2.53 0.380
Si -1.24 -0.28 0.96 -1.028
C -2.70 -2.80 2.88 -1.795
C -4.46 0.18 1.80 -1.523
H 2.01 -4.65 0.42 0.315
C 2.14 2.71 -6.18 -0.556
C 0.96 1.51 -4.45 -0.192
H -1.64 -4.98 2.30 0.462
O -1.44 0.69 2.29 0.966
H 1.10 -3.39 -1.94 0.332
H 0.43 -0.01 5.03 0.524
O -0.93 -1.83 1.43 0.081
H -5.12 -0.81 -0.67 0.353
H -4.78 -0.87 1.81 0.383
H -3.36 -3.68 3.00 0.484
H 1.07 2.20 3.99 0.420
C 3.97 2.79 -2.90 0.421
H -3.56 -2.37 0.44 0.178
C -1.00 -4.22 1.83 -1.673
H 4.03 1.64 0.20 0.438
C -2.76 -3.13 0.42 -1.344
H -2.91 2.34 1.30 0.010
C 3.00 2.63 -3.94 0.490
N 1.93 1.87 -3.57 -0.263
O -2.68 -0.25 0.18 -0.116
S 0.31 0.78 -0.13 0.191
H -3.77 0.38 2.62 -0.003
N 3.62 2.17 -1.73 -0.196
C -1.85 -2.98 1.63 1.851
C 0.67 -3.80 -1.00 -0.707
C -1.59 1.74 4.43 -1.849
C -3.52 2.04 0.44 -1.507
H -4.45 2.60 0.49 0.528
C 1.65 -3.67 0.10 -0.580
H -5.75 0.84 -0.55 0.399
H 2.73 -1.49 -2.21 0.058
C 3.13 -0.51 -2.50 -0.981
H -0.26 -3.26 -0.80 -0.067
C -3.86 0.55 0.45 2.072
H 4.11 -0.30 -2.09 0.357
C 3.13 3.05 -5.27 -0.554
H -1.06 1.98 5.36 0.444
H 2.22 3.04 -7.21 0.415
H 0.19 0.88 -4.01 0.497
C 5.25 3.33 -3.04 -0.554
H 0.05 2.91 2.71 0.339
H 2.54 -3.13 -0.20 0.348
H 0.60 -0.77 3.44 0.277


3.
79
Properties=species:S:1:pos:R:3:mulliken_charge:R:1 method="wB97M-V/def2-TZVPD" total_energy_ha=-1690.20119 homo_ev=-8.9 multiplicity=1 lumo_ev=-1.089 charge=0 smiles="NC1=C(N)C(=O)c2cc(CCC(=O)O)ccc2C1=O.CC(C)O.CC(C)O.CC(C)O.CC(C)O" orbital_gap_ev=7.8
H 0.12 -7.11 5.98 0.326
H 2.44 -7.04 5.30 0.317
H -2.22 -3.26 -4.13 0.420
N -4.29 -0.41 0.16 -0.593
H -0.82 -3.82 2.31 0.298
C 1.18 -8.31 4.52 0.469
H -0.28 11.54 -2.72 0.348
C -0.13 -2.95 2.05 -0.316
H 0.60 9.29 -1.23 0.298
O -0.45 10.76 -2.17 -0.553
H 0.56 -3.43 -1.90 0.302
H 1.11 11.47 -0.14 0.338
H -0.30 -6.74 4.32 0.137
C -0.62 -1.75 1.20 0.161
C -1.65 5.68 -1.97 0.289
H 1.00 -8.71 3.52 0.282
H 0.88 -3.76 -4.27 0.348
C 1.51 9.75 -3.12 -1.228
H -2.21 4.08 -2.93 0.317
H -3.41 6.17 -3.13 0.348
O 2.28 -7.40 4.42 -0.529
H 0.73 -10.16 5.55 0.379
C 1.91 -5.21 0.85 0.394
H -2.34 2.21 -1.49 0.310
C 0.50 -2.74 -4.37 -1.454
C 2.62 -5.21 2.28 -0.065
H 3.35 -1.78 2.53 0.311
H -3.70 6.08 -1.40 0.322
C 1.64 11.17 -1.05 -1.399
H -0.92 -8.23 5.07 0.406
C -0.44 -2.41 -3.22 0.489
H 1.82 12.08 -1.63 0.344
H 1.78 -9.06 6.46 0.350
O -1.86 4.27 -2.05 -0.468
C -0.38 0.58 -0.11 0.610
C 0.80 10.17 -1.84 0.495
H -1.26 5.89 -0.97 0.245
H 2.47 0.32 1.03 0.366
C -0.64 6.10 -3.01 -1.012
H 2.47 9.28 -2.90 0.345
N -2.72 1.90 -0.58 -0.407
H -0.99 5.86 -4.02 0.380
O -2.74 -2.93 0.76 -0.670
C -1.65 -3.33 -3.20 -1.237
H 0.94 -4.78 3.80 -0.052
C -2.98 6.40 -2.16 -1.280
H 2.54 -3.96 4.20 0.452
H 2.44 -9.96 5.11 0.341
C 1.76 -0.53 1.28 -0.686
H -0.44 7.18 -2.96 0.076
C -1.99 0.67 -0.16 0.026
C 0.30 -0.53 0.78 0.304
C -2.81 -0.45 0.20 -0.224
O 0.84 -5.89 0.74 -0.554
H 1.87 -3.61 -0.23 0.273
C -0.05 -7.56 5.00 -1.108
H -4.62 -0.12 1.11 0.281
C 1.84 -4.24 3.34 -0.563
C 1.55 -9.44 5.46 -1.379
C 2.28 -1.74 2.14 -0.428
H -4.61 -1.40 0.09 0.353
H -0.01 -2.65 -5.33 0.411
O 0.26 -2.52 -1.98 -0.402
H 2.60 10.74 -0.77 0.363
H -1.33 -4.38 -3.06 0.335
O 2.33 -4.49 -0.30 -0.513
H -2.85 7.49 -2.08 0.373
H 1.68 10.61 -3.78 0.372
H 1.36 -2.07 -4.36 0.338
H -0.78 -1.37 -3.31 0.280
H -2.31 -3.09 -2.36 0.209
C -2.15 -1.81 0.71 0.351
H 0.89 9.04 -3.69 0.294
C 1.36 -2.96 2.51 0.434
H 2.63 -6.29 2.67 0.235
O 0.34 1.38 -0.78 -0.638
H 3.68 -4.78 2.13 0.307
H -2.60 2.64 0.13 0.263
H 0.31 5.57 -2.87 0.341


4.
76
Properties=species:S:1:pos:R:3:mulliken_charge:R:1 method="wB97M-V/def2-TZVPD" total_energy_ha=-1484.66752 homo_ev=-11.4 multiplicity=1 lumo_ev=-4.540 charge=+1 orbital_gap_ev=6.8 e_above_lowest_ev=7.334
O -1.89 -0.97 -1.98 -0.396
H -4.14 -6.51 0.16 0.363
C 0.86 -4.64 0.44 -0.578
H 0.89 8.11 -5.42 0.348
H 7.26 -0.26 0.13 0.236
H 5.54 -0.24 -0.66 0.193
C 1.43 -3.51 1.43 -0.258
C -1.30 -4.18 -0.46 -0.022
H 5.89 -1.33 0.88 0.251
C -0.87 -0.93 2.90 0.595
C 6.13 -0.34 0.34 -0.537
C 0.55 7.51 -4.57 -0.925
H -2.96 -2.21 2.19 0.246
C -2.31 -0.18 2.84 -0.885
H -5.10 -0.09 1.26 0.521
C -4.11 -0.60 0.95 -0.500
H -1.04 -1.96 3.38 0.496
H -1.58 -0.70 0.09 -0.407
C -4.28 -4.17 -0.03 0.098
H -0.10 0.94 3.97 0.411
H 3.19 -0.87 0.52 -0.037
H 3.38 0.88 -0.03 0.350
H -0.08 8.14 -3.93 0.297
H 1.77 -5.19 -0.01 0.308
C -1.40 -1.49 -0.71 0.368
H -0.46 1.54 -0.67 0.051
H 2.39 6.36 -4.39 0.363
H 0.59 -3.03 2.04 -0.070
C -2.17 -2.87 -0.46 -0.029
H -0.09 6.71 -4.94 0.268
H 1.73 1.70 1.65 0.452
H -2.18 0.71 2.12 0.302
H -4.39 -1.13 -1.19 0.207
O 1.29 6.26 -2.62 -0.359
H -0.37 4.32 -4.18 0.254
O -3.13 1.05 -2.02 -0.525
N -3.61 -2.89 -0.23 0.336
C -2.02 0.45 -1.95 0.633
H 4.24 1.28 2.60 0.261
H 0.98 0.13 0.88 -0.689
C 3.20 0.22 0.90 -0.389
H 2.33 7.81 -3.42 0.294
C 0.93 4.96 -2.62 0.757
H 0.99 3.23 -3.83 0.240
H 0.16 0.88 -2.36 0.335
C 0.69 4.27 -3.93 -0.890
C 1.78 0.55 1.61 0.644
H 2.02 -2.75 0.81 -0.068
O 5.70 0.74 1.20 -0.437
H 0.37 -0.65 4.75 0.277
O 0.09 -4.12 -0.69 -0.368
H -0.43 -1.14 1.86 -0.746
H 2.39 0.50 3.75 0.408
H -3.48 0.23 0.47 0.163
H 2.18 -1.16 2.98 0.123
H -4.31 -1.29 3.08 0.517
C 0.24 -0.12 3.73 -1.099
C -4.48 -1.68 -0.18 -0.855
C -2.04 -5.55 -0.24 -0.182
H -0.92 2.40 -2.24 0.195
H -1.40 -6.49 -0.27 0.473
H 1.27 4.68 -4.76 0.363
C -3.57 -5.54 -0.01 -0.686
H -0.25 -1.65 -0.73 0.507
O 0.72 4.39 -1.57 -0.551
C 1.71 -0.13 3.06 -0.399
C -0.70 1.38 -1.78 -0.528
H 4.68 -0.55 2.51 0.298
C -3.47 -1.20 2.30 -0.579
H -2.60 0.16 3.90 0.410
H -5.58 -2.00 -0.10 0.523
H 0.30 -5.40 1.08 0.364
C 4.46 0.39 1.89 -0.479
H -5.43 -4.19 0.11 0.316
H 2.17 -3.95 2.19 0.465
C 1.73 6.98 -3.78 -0.407


Please write out number 1 again, unchanged.
84
Properties=species:S:1:pos:R:3:mulliken_charge:R:1 method="wB97M-V/def2-TZVPD" total_energy_ha=-4810.38980 homo_ev=-6.3 multiplicity=3 lumo_ev=-0.221 charge=0 orbital_gap_ev=6.1
Tm 0.86 0.47 -2.08 0.876
H 3.13 -3.71 -9.80 0.382
Cl 3.71 3.49 1.07 -0.152
O 1.33 -0.28 -5.77 -0.042
H -1.49 1.85 -5.48 0.225
H -1.62 -1.37 -8.03 0.299
Cl -0.22 -2.54 -5.94 -0.549
N -0.74 -3.69 -1.63 0.288
H -2.77 3.26 -4.10 0.268
C 2.52 1.34 -0.11 0.480
C -0.75 5.48 -3.42 -0.872
O 0.18 -1.63 -1.98 -0.599
H -2.69 -0.49 -6.93 0.376
H -2.76 0.91 0.75 0.221
C 3.58 1.74 0.96 0.089
H -1.42 -5.62 -1.24 0.328
H -0.43 1.88 -6.90 0.368
H 0.47 2.68 -11.15 0.373
C 2.24 -0.20 -6.88 -0.549
H 2.96 -3.34 -5.98 0.320
H 3.09 0.37 -6.47 0.427
H -1.92 -4.41 -0.02 0.351
C -1.57 -0.46 -4.33 -0.933
C -0.70 -4.04 -3.05 -0.843
H 0.07 5.80 -2.78 0.339
N -1.26 4.20 -2.93 0.305
C -0.35 0.36 1.19 0.300
Cl 3.14 0.95 2.50 -0.157
O -0.61 0.32 -0.04 -0.660
C 0.42 0.77 -10.14 -1.155
H 0.27 1.86 -5.27 0.032
Cl 2.44 1.55 -3.69 -0.499
H -1.61 0.41 -8.03 0.292
C -2.65 3.86 -3.18 -0.883
O -0.72 2.03 -2.41 -0.264
H -1.23 -1.19 -3.59 -0.309
C 2.79 -1.59 -7.20 0.654
H 4.45 -2.39 -6.11 0.361
H -1.57 6.21 -3.38 0.289
H -2.57 -0.73 -4.66 0.439
H 0.22 0.58 3.65 0.176
C -0.54 1.48 -5.89 -1.377
C -0.86 0.70 3.56 -0.756
H -0.56 -2.27 -0.16 0.301
C 1.73 0.59 -8.10 0.335
H 2.53 -1.57 -9.32 0.527
C 2.14 1.92 -8.26 -0.473
C 0.87 0.02 -9.04 0.178
H 2.87 -4.28 -8.15 0.283
C -1.68 -0.48 -7.38 -1.435
H -3.20 4.80 -3.29 0.375
H -1.64 0.52 -3.85 0.175
C 3.36 -2.32 -6.03 -1.555
H -3.06 3.30 -2.34 0.261
H 0.57 -1.02 -8.93 0.713
H -0.24 -5.02 -0.05 0.335
C -2.60 1.04 1.82 -0.924
H -0.26 0.32 -10.85 0.361
H 2.80 2.35 -7.49 0.329
C 0.84 2.09 -10.30 -0.508
H -1.58 -3.64 -3.57 0.287
C -1.10 -4.74 -0.68 -0.945
O 2.59 0.14 -0.57 -0.564
H -2.80 2.08 2.10 0.328
H -1.37 -0.12 4.09 0.329
H -0.71 -5.13 -3.14 0.444
C 2.81 -2.13 -8.43 0.149
H 0.62 3.60 -2.33 0.376
Si -0.46 -0.49 -5.90 2.079
H 4.43 -3.55 -8.60 0.322
H 0.21 -3.61 -3.50 0.235
C 1.71 2.66 -9.36 -0.663
O 1.64 2.15 -0.50 -0.427
H -3.29 0.40 2.39 0.340
H -1.17 1.65 4.02 0.321
H 4.54 1.33 0.63 0.350
C 3.34 -3.49 -8.75 -1.578
H -0.38 5.41 -4.45 0.311
H 0.66 0.10 1.57 0.207
H 2.04 3.69 -9.47 0.375
C -0.35 -2.49 -1.22 -0.057
H 3.10 -1.79 -5.11 0.055
N -1.23 0.70 2.14 0.245
C -0.41 3.26 -2.54 -0.055